# C4H3LiO2Pb

C4H3LiO2Pb as an isolated structure in a non-equilibrium geometry (the ωB97M-V functional and the def2-TZVPD basis, the Open Molecules 2025 dataset).

```
11
Properties=species:S:1:pos:R:3:forces:R:3:mulliken_charge:R:1
H -3.3743 -1.6336 2.1113 3.130 1.480 -2.032 0.09
Pb 3.3360 0.5698 0.4119 0.575 0.412 0.044 1.40
H -0.1902 0.8967 0.8872 0.018 -0.140 0.043 0.19
C 0.5744 -1.0549 0.2828 -4.302 -0.025 0.543 0.43
Li -5.4980 -2.1608 0.5939 0.326 0.236 -0.378 0.94
O -3.8639 -1.4291 0.2045 -0.274 0.155 -1.501 -0.74
C -2.8769 -1.2060 0.9584 -3.093 -1.787 4.043 0.36
H 0.2699 -2.0725 -0.0128 0.218 0.241 0.249 0.43
O 1.7696 -0.7454 0.1552 2.327 0.383 -0.349 -0.50
C -0.4600 -0.1535 0.7205 1.583 -0.747 -0.209 -0.39
C -1.6959 -0.6278 0.8855 -0.509 -0.208 -0.453 -0.20
```
Forces are in eV/Å.

calculated total energy	-13724.146	eV
HOMO-LUMO gap	4.6406	eV
energy above the lowest of the compared OMol25 structures with the same formula, charge and spin	0.00	kJ/mol
net charge	+2